(1)
18
Properties=species:S:1:pos:R:3:lowdin_charge:R:1 method="wB97M-V/def2-TZVPD" gap_ev=8.71 e_above_lowest_ev=1.599
C 0.9151 2.9104 -0.1220 -0.107
C 0.4931 1.5197 -0.5414 -0.175
C 0.6551 0.3724 0.1127 -0.153
C 0.2007 -0.9007 -0.4320 -0.165
C 0.3462 -2.0761 0.1941 -0.213
N 0.1083 -3.3166 -0.3748 0.048
H 0.7827 3.1292 0.9384 0.071
H 1.9559 3.0929 -0.3776 0.068
H 0.3356 3.6402 -0.6732 0.059
H -0.0281 1.5335 -1.4853 0.093
H 1.1081 0.3487 1.1005 0.117
H -0.2187 -0.8798 -1.4364 0.113
H 0.7584 -2.1359 1.1897 0.120
H -0.0681 -4.0698 0.2670 0.079
H -0.4614 -3.3607 -1.2077 0.089
O -2.4479 -0.0691 1.2859 -0.065
H -2.6223 0.7731 0.8585 0.030
H -1.8127 -0.5114 0.7036 -0.008

***

(2)
123
Properties=species:S:1:pos:R:3:lowdin_charge:R:1 method="wB97M-V/def2-TZVPD" gap_ev=4.06 e_above_lowest_ev=11.700
O -9.3436 19.8841 -21.7461 0.400
H -9.7768 19.7323 -20.9029 0.199
H -9.2356 20.8225 -21.9174 0.184
H -8.4699 19.5156 -21.8957 0.194
C -11.9570 18.7511 -15.8144 -0.473
O -13.1062 17.8758 -15.5656 -0.112
O -11.6974 18.7421 -17.1955 -0.309
C -12.1704 20.1166 -15.1110 -0.610
F -12.5878 19.9876 -13.8187 0.101
F -11.0174 20.6853 -14.9974 0.148
F -12.9690 21.0464 -15.6830 0.102
C -13.0211 16.8881 -14.5008 -0.246
C -14.4500 16.3388 -14.1847 -0.084
H -14.5059 15.6434 -13.3473 0.061
H -15.1884 17.1126 -13.9745 0.066
H -14.9127 15.8193 -15.0238 0.058
H -12.7385 17.3653 -13.5624 0.097
H -12.3239 16.0608 -14.6338 0.096
H -11.0140 18.5228 -15.3176 0.123
C -15.9836 21.5025 -19.3678 -0.793
O -16.9919 21.8565 -19.9647 0.006
N -14.7703 21.9640 -19.6567 0.153
N -15.9831 20.5909 -18.4514 0.177
H -14.7516 22.7742 -20.2595 0.109
H -13.9620 21.5490 -19.2156 0.105
H -15.2105 20.6094 -17.8011 0.113
H -16.9282 20.4446 -18.1267 0.123
C -18.6480 21.4706 -12.5183 -0.860
O -18.2899 20.7898 -11.6430 0.091
N -17.9235 21.8326 -13.6055 0.151
N -19.7847 21.9775 -12.5579 0.166
H -16.9683 21.5068 -13.6445 0.110
H -18.2986 22.5224 -14.2408 0.092
H -20.4719 21.6142 -11.9129 0.134
H -20.0838 22.5009 -13.3682 0.116
C -9.7134 24.5245 -19.6704 -0.815
O -9.1006 23.4855 -19.6704 0.009
N -10.1586 25.0114 -18.5593 0.177
N -10.1946 25.1553 -20.7104 0.165
H -9.8735 24.4533 -17.7673 0.135
H -10.6710 25.8817 -18.5676 0.120
H -9.8185 25.1842 -21.6473 0.117
H -10.7162 25.9595 -20.3923 0.104
C -16.3152 9.6727 -16.3559 -0.800
O -17.1388 9.4652 -17.2466 0.020
N -16.1424 10.8316 -15.8657 0.157
N -15.5027 8.8378 -15.7537 0.154
H -16.6779 11.5624 -16.3123 0.124
H -15.7344 10.9087 -14.9451 0.118
H -15.5634 7.8447 -15.9273 0.115
H -14.6334 9.0807 -15.3004 0.109
C -6.1390 19.8150 -14.5929 -0.763
O -5.5559 20.8564 -14.8174 0.016
N -6.4512 18.8832 -15.4409 0.169
N -6.7340 19.6579 -13.3937 0.144
H -6.1458 18.8984 -16.4035 0.122
H -7.0572 18.1506 -15.0999 0.109
H -6.5416 20.1948 -12.5601 0.111
H -7.2143 18.7826 -13.2416 0.092
C -18.1332 14.3729 -19.2405 -0.699
O -18.4888 13.9549 -18.1510 0.012
N -17.1333 13.8058 -19.9510 0.155
N -18.8358 15.3837 -19.8666 0.136
H -16.7190 14.1865 -20.7897 0.105
H -16.8478 12.9829 -19.4397 0.106
H -18.5803 15.8130 -20.7444 0.089
H -19.4041 15.9848 -19.2872 0.097
C -14.5768 14.1504 -8.4232 -0.794
O -13.4744 13.8791 -7.9937 0.014
N -15.3038 13.2039 -8.9844 0.157
N -15.1403 15.3065 -8.2839 0.177
H -14.9565 12.2660 -9.1251 0.114
H -16.2960 13.3342 -9.1217 0.093
H -14.7063 16.1751 -8.0061 0.126
H -16.1044 15.3337 -8.5838 0.102
C -19.4820 14.5515 -10.4044 -0.799
O -19.1152 14.4852 -9.2513 0.022
N -19.8625 13.5949 -11.2138 0.172
N -19.3640 15.6985 -11.0006 0.153
H -20.1637 13.8319 -12.1482 0.113
H -20.0135 12.6724 -10.8311 0.121
H -19.9726 15.8985 -11.7815 0.108
H -19.1113 16.4882 -10.4239 0.122
C -15.2100 17.4405 -23.6033 -0.710
O -15.3384 16.1925 -23.4672 -0.020
N -14.6456 18.3073 -22.7430 0.149
N -15.7306 18.1127 -24.5880 0.143
H -14.8670 19.2771 -22.9180 0.095
H -14.2093 18.0214 -21.8781 0.113
H -16.4812 17.6765 -25.1042 0.123
H -15.5965 19.1069 -24.7053 0.108
C -15.0405 27.5693 -17.7356 -0.862
O -13.8231 27.6642 -17.8117 0.009
N -15.7898 28.5862 -17.9600 0.167
N -15.6009 26.4781 -17.6662 0.187
H -15.3733 29.4831 -18.1653 0.120
H -16.7364 28.6552 -18.3054 0.116
H -16.5824 26.3551 -17.4623 0.128
H -15.1057 25.6483 -17.3723 0.136
C -10.8418 14.6136 -21.1532 -0.725
O -10.2091 15.3971 -21.8599 -0.017
N -11.1952 13.3618 -21.6242 0.137
N -11.3168 14.9004 -19.9770 0.175
H -10.6705 12.9651 -22.3906 0.102
H -11.7288 12.6785 -21.1060 0.091
H -11.0572 15.7832 -19.5607 0.125
H -11.8192 14.1283 -19.5628 0.109
C -10.8309 10.9362 -15.3159 -0.765
O -10.9918 9.7564 -15.5794 0.014
N -11.2185 11.8673 -16.1399 0.160
N -10.4683 11.3316 -14.0907 0.152
H -11.6876 11.5342 -16.9700 0.116
H -11.3186 12.8335 -15.8633 0.108
H -10.2824 12.2894 -13.8295 0.102
H -10.5121 10.6704 -13.3285 0.113
C -7.8890 24.6424 -11.1011 -0.721
O -7.9626 25.2979 -10.0557 0.003
N -8.8252 23.7016 -11.4826 0.140
N -6.8287 24.6678 -11.8579 0.151
H -8.7705 23.2655 -12.3920 0.094
H -9.5109 23.5429 -10.7582 0.104
H -6.8008 24.2161 -12.7608 0.108
H -5.9884 25.0626 -11.4603 0.121

***

(3)
21
Properties=species:S:1:pos:R:3:lowdin_charge:R:1 method="wB97M-V/def2-TZVPD" gap_ev=9.81 e_above_lowest_ev=1.701
H 2.0249 2.2415 0.6084 0.054
N 1.3334 1.6078 1.0162 0.141
C 0.6180 1.1643 0.0378 -0.584
N 0.6304 1.8097 -1.1736 0.102
N -0.4724 0.2429 0.2657 -0.218
C -1.7400 0.4093 -0.4552 -0.067
C -0.6949 -0.1627 1.6641 -0.090
H -0.1343 2.4709 -1.2429 0.097
H 0.4923 1.1460 -1.9316 0.081
H -2.1562 1.4037 -0.2746 0.086
H -2.4769 -0.3285 -0.1265 0.091
H -1.5832 0.2724 -1.5263 0.077
H 0.2462 -0.2716 2.2057 0.069
H -1.2984 0.5815 2.1876 0.086
H -1.2137 -1.1248 1.6843 0.080
N 1.1186 -2.4285 0.0149 0.122
C 0.8776 -1.4165 -0.8811 -0.458
O 0.4104 -1.5958 -1.9967 -0.017
H 0.8148 -3.3496 -0.2685 0.105
H 1.6105 -2.2202 0.8729 0.097
H 1.5929 -0.4519 -0.6805 0.146

***

(4)
52
Properties=species:S:1:pos:R:3:lowdin_charge:R:1 method="wB97M-V/def2-TZVPD" gap_ev=5.47 e_above_lowest_ev=1.512 charge=+2
Hf 0.7229 2.4325 2.2378 2.231
Hf 2.2254 -1.5471 -1.0789 2.277
S -0.4931 0.0888 0.7800 0.434
O 0.5596 -0.6578 0.0855 -0.390
O 0.0201 0.2863 2.1621 -0.398
O -0.5644 1.5295 0.4074 -0.373
O -1.8386 -0.4548 0.7307 -0.263
S 2.8352 2.0548 -0.6738 0.374
O 4.1990 2.3131 -0.3022 -0.217
O 2.3727 2.7593 -1.8443 -0.216
O 2.5912 0.5879 -0.8750 -0.451
O 1.9780 2.4184 0.5320 -0.448
C 2.6534 -1.5311 3.7292 -0.664
F 1.3393 -1.6477 3.6996 0.169
F 3.0672 -1.0126 4.8658 0.192
F 3.2138 -2.7142 3.5789 0.184
S 3.2359 -0.3356 2.3710 0.649
O 4.6456 -0.0579 2.5144 -0.183
O 3.0092 -1.0399 1.0895 -0.428
O 2.3371 0.8184 2.5603 -0.422
C -0.6087 -1.5812 -4.8017 -0.679
F -1.2758 -2.3433 -3.9334 0.135
F 0.3427 -2.2715 -5.3865 0.177
F -1.3967 -1.0779 -5.7048 0.211
S 0.1204 -0.0934 -3.8475 0.598
O -1.0361 0.5609 -3.3021 -0.255
O 0.9302 -0.7625 -2.7745 -0.465
O 0.8640 0.7035 -4.8042 -0.217
O -3.3428 -0.6430 3.2088 -0.043
H -2.5517 -0.3300 2.7597 -0.027
H -3.9678 -0.8554 2.5002 0.038
O 0.0017 -2.7679 -1.5143 -0.091
H -0.2684 -3.3155 -2.2696 0.096
H -0.7439 -2.8028 -0.8978 0.089
O -1.6205 2.4418 2.6622 -0.074
H -1.9183 2.0662 3.5128 0.117
H -2.4314 2.7811 2.2394 0.141
O -0.1194 4.1083 0.7261 -0.100
H -0.4774 3.7778 -0.1473 0.042
H -0.2550 5.0695 0.7100 0.125
O 1.6884 -3.2449 0.4709 -0.084
H 0.9451 -3.4331 1.0667 0.126
H 2.2968 -3.9976 0.5819 0.126
O -1.1524 3.2249 -1.6029 -0.023
H -1.2607 2.5464 -0.9247 -0.006
H -0.8628 2.7489 -2.3919 0.061
O -3.4885 0.8388 -1.1842 -0.037
H -3.1473 0.8502 -2.0868 0.027
H -2.8674 0.2931 -0.6868 -0.028
O -3.8605 -2.1648 0.5346 -0.045
H -3.6070 -2.9706 0.0749 0.037
H -3.0384 -1.6463 0.6428 -0.032